1.
Entry from OMol25: 2 unconnected molecules or ions with the total composition C4H10Se (wB97M-V/def2-TZVPD).

**SMILES**: C=C(C)C.[SeH2]
**Charge**: 0
**HOMO-LUMO gap**: 0.3600 Eh
**ΔE to the lowest compared entry with this formula, charge and spin**: 188.7 kJ/mol
**E_tot**: -2559.74845 Ha
**E_HOMO**: -9.118 eV

Atoms and positions in Å:
C 0.6350 1.4249 -0.5108
C -1.0521 1.2613 1.3841
C 0.7396 -0.3793 1.0906
C 0.1530 0.7350 0.7186
Se -1.0698 -3.2692 -0.8130
H 1.2858 0.8989 -1.3217
H -0.1851 1.7424 -1.1421
H 1.2216 2.2714 -0.0115
H -0.8599 2.3363 1.4738
H -1.8984 1.1141 0.6079
H -1.3333 0.7567 2.3967
H 0.4716 -1.0789 1.8267
H 1.7337 -0.7583 0.7740
H -0.8892 -4.8276 -0.4712
H -0.4198 -2.9395 0.4231

Löwdin population analysis, charges in e, atoms 1 to 6: atom 1 (C): -0.0893, atom 2 (C): -0.0825, atom 3 (C): -0.0197, atom 4 (C): -0.4980, atom 5 (Se): 0.4452, atom 6 (H): 0.1122

=====

2.
Entry from OMol25: C6H10N2S in the gas phase (wB97M-V/def2-TZVPD).

**Charge**: 0
**HOMO-LUMO gap**: 0.2103 Eh
**ΔE to the lowest compared entry with this formula, charge and spin**: 421.2 kJ/mol
**E_tot**: -742.13409 Ha
**E_HOMO**: -7.014 eV

Atoms and positions in Å:
C 0.0939 0.4609 0.0041
C -1.0536 0.6960 -0.6759
C -0.2923 -0.5904 2.1573
C 0.3951 -2.7117 0.5819
C 1.4636 0.8693 -0.4930
C -1.0724 1.9094 -1.6117
N 0.2043 -0.5462 0.9461
N 0.8374 -1.5447 0.3242
S -2.5169 -0.2939 -0.7795
H -0.4665 0.3531 2.6933
H -0.4188 -1.4893 2.7428
H -0.4710 -2.9625 1.2251
H 0.9043 -3.5282 0.0545
H 1.5764 1.7037 -1.2989
H 2.0792 0.0242 -0.7370
H 2.1189 1.2042 0.4262
H -1.7490 2.6738 -1.2414
H -1.5938 1.5864 -2.4980
H -0.0388 2.1861 -1.8202

Löwdin population analysis, charges in e, atoms 1 to 6: atom 1 (C): -0.3700, atom 2 (C): -0.7241, atom 3 (C): 0.1633, atom 4 (C): 0.0397, atom 5 (C): -0.0599, atom 6 (C): -0.1307

=====

3.
Entry from OMol25: a molecular structure, C46H83Br15Cl14O10P (wB97M-V/def2-TZVPD).

**Charge**: -1
**HOMO-LUMO gap**: 0.0840 Eh
**E_tot**: -47948.88996 Ha
**E_HOMO**: -1.956 eV

Atoms and positions in Å:
C 4.0707 -2.8598 1.5465
C 2.7526 -2.6825 2.3566
C 1.7555 -1.9637 1.4130
C 0.3615 -1.5167 2.1705
P -0.5811 -0.3331 1.1294
C -0.1876 -0.5851 -0.6702
C -0.6561 0.6219 -1.5821
C -0.2113 0.3953 -3.0565
C -0.9081 1.2131 -4.0632
C -2.4616 -0.5094 1.2385
C -3.1026 -1.8123 0.7182
C -2.8264 -3.1330 1.5540
C -3.9237 -4.2165 1.3545
C 0.0336 1.3066 1.6706
C 1.5175 1.5665 1.8560
C 1.9393 3.0188 1.8199
C 1.9671 3.7256 0.4234
H 4.6564 -3.5958 2.0973
H 4.6294 -1.9252 1.4967
H 3.9651 -3.2129 0.5207
H 2.9404 -2.0772 3.2434
H 2.3770 -3.6546 2.6762
H 1.5929 -2.6020 0.5446
H 2.1909 -1.0524 1.0030
H 0.6683 -1.1635 3.1549
H -0.2346 -2.4120 2.3470
H -0.6880 -1.4960 -0.9987
H 0.8487 -0.8418 -0.8901
H -0.3163 1.6164 -1.2928
H -1.7321 0.7586 -1.4745
H -0.4366 -0.6648 -3.1728
H 0.8733 0.4930 -3.1042
H -1.9774 1.0704 -4.2193
H -0.4334 1.0020 -5.0214
H -0.7552 2.2705 -3.8472
H -2.7149 0.3378 0.6011
H -2.7074 -0.1672 2.2437
H -2.8773 -1.9709 -0.3364
H -4.1710 -1.6177 0.6246
H -2.8009 -2.9435 2.6271
H -1.8386 -3.5157 1.2972
H -4.9714 -3.9305 1.2611
H -3.7321 -5.0188 2.0669
H -3.7643 -4.8186 0.4600
H -0.3973 1.3450 2.6710
H -0.3900 2.1043 1.0604
H 2.1956 1.2199 1.0762
H 1.8841 1.1361 2.7879
H 2.8973 3.0537 2.3387
H 1.3773 3.6624 2.4966
H 2.2931 4.7639 0.4853
H 0.9871 3.7692 -0.0517
H 2.6452 3.3103 -0.3221
O 1.1604 1.7374 7.1046
C 0.1894 1.5391 6.0785
C -0.7398 0.2127 5.8425
O -1.3982 -0.2163 4.6287
H 0.7619 1.6343 5.1558
H -0.3956 2.4520 5.9671
H -1.4940 0.1887 6.6290
H -0.0575 -0.6136 6.0414
O 0.2760 -3.6288 -1.6903
C -0.0286 -3.6959 -2.8665
O -1.2377 -3.4201 -3.4373
C -1.2858 -3.7324 -4.8497
C 0.1813 -3.8089 -5.1981
C 0.8813 -4.2248 -3.9400
H -1.8820 -3.0271 -5.4287
H -1.7273 -4.7100 -5.0430
H 0.6107 -2.8778 -5.5680
H 0.5507 -4.4891 -5.9655
H 1.8193 -3.6783 -3.8420
H 1.0757 -5.2922 -3.8351
O 3.7003 10.1174 3.4538
C 4.1211 9.3101 2.7094
O 4.7760 9.6410 1.5427
C 5.4167 8.5346 0.9449
C 5.0650 7.2904 1.7481
C 4.4080 7.8062 2.9952
H 6.4426 8.9025 0.9636
H 5.1772 8.2684 -0.0846
H 6.0224 6.8284 1.9892
H 4.5569 6.5985 1.0763
H 5.0424 7.7914 3.8814
H 3.5300 7.2429 3.3113
O -2.3431 3.0948 -0.3649
C -3.2676 3.4105 -1.0887
O -3.8077 2.4750 -1.8541
C -4.6441 3.1197 -2.9035
C -5.0806 4.4532 -2.2105
C -3.9259 4.7950 -1.2259
H -5.5134 2.4927 -3.1014
H -3.8903 3.1224 -3.6909
H -6.0579 4.2471 -1.7739
H -5.1450 5.2341 -2.9682
H -4.3252 5.2366 -0.3129
H -3.0796 5.2922 -1.6999
O -5.0311 -5.5103 -4.9695
C -4.8029 -6.3020 -3.9677
O -5.8618 -6.8012 -3.2355
C -5.3584 -7.4496 -2.0199
C -3.9795 -7.9404 -2.5628
C -3.5297 -6.7527 -3.5159
H -6.0611 -8.2574 -1.8157
H -5.3610 -6.7230 -1.2074
H -4.0393 -8.8538 -3.1546
H -3.1672 -8.1367 -1.8629
H -2.9392 -7.1503 -4.3413
H -2.9978 -5.9406 -3.0202
C -1.5438 -3.2726 5.3958
Cl -0.5453 -3.9975 6.7017
Cl -2.6298 -4.4965 4.6646
H -2.1487 -2.4728 5.8230
H -0.8999 -2.8051 4.6508
C 1.8448 2.7191 -8.4727
Cl 1.3779 2.4301 -10.1862
Cl 0.8647 1.7100 -7.2959
H 2.8761 2.3802 -8.5716
H 1.9059 3.7915 -8.2878
C -5.7548 -2.4837 -2.2120
Cl -6.3002 -0.9470 -2.7355
Cl -7.1115 -3.5374 -1.9370
H -5.0423 -2.9836 -2.8681
H -5.2501 -2.2163 -1.2837
C -3.7860 2.5359 -7.3098
Cl -4.5642 1.2034 -6.5270
Cl -2.6919 3.2113 -6.0314
H -3.2404 2.1908 -8.1881
H -4.6577 3.1694 -7.4742
C 3.6147 -0.0948 5.2213
Cl 4.4593 0.5910 3.8782
Cl 4.4653 -1.5910 5.7123
H 3.7681 0.6462 6.0059
H 2.5716 -0.2555 4.9491
C 5.0999 -1.3381 -3.4238
Cl 5.0114 -2.2744 -1.8981
Cl 3.8332 -0.1241 -3.3444
H 6.0889 -0.8952 -3.5409
H 4.8842 -1.9767 -4.2804
C -4.5248 -0.7536 5.2560
Cl -5.9254 0.3339 5.3196
Cl -4.7695 -2.2433 6.3033
H -4.3600 -0.9421 4.1951
H -3.6766 -0.1947 5.6513
C 4.2989 -5.4991 4.7111
Br 5.8386 -4.7705 5.6493
Br 2.6487 -5.2914 5.7123
Br 4.6146 -7.4026 4.1529
H 4.1471 -4.8438 3.8534
C 7.2776 4.1716 4.1697
Br 7.4925 5.6636 5.5311
Br 8.4464 4.7712 2.8087
Br 5.4316 3.9438 3.5946
H 7.6900 3.2222 4.5113
C 3.6722 4.9668 -3.3700
Br 4.7740 5.7448 -4.8271
Br 4.6717 4.9897 -1.6053
Br 3.0428 3.1037 -3.7985
H 2.8582 5.6899 -3.3192
C -0.9755 -7.0291 2.5685
Br -1.2340 -6.8205 0.6498
Br 0.3982 -5.6591 3.2491
Br -0.5894 -8.8931 3.1687
H -1.9391 -6.7583 2.9998
C 0.1358 7.4570 -0.3975
Br -0.0586 6.2075 1.1336
Br 0.1060 6.3452 -2.0361
Br 1.8665 8.3520 -0.2156
H -0.7897 8.0174 -0.5301

Löwdin population analysis, charges in e, atoms 1 to 6: atom 1 (C): -0.1034, atom 2 (C): -0.2394, atom 3 (C): -0.2063, atom 4 (C): -0.2079, atom 5 (P): 1.1010, atom 6 (C): -0.2350

=====

4.
Entry from OMol25: C2H4N2OS2 in the gas phase (wB97M-V/def2-TZVPD).

**SMILES**: O=CNC(=S)NS
**Charge**: 0
**HOMO-LUMO gap**: 0.3323 Eh
**ΔE to the lowest compared entry with this formula, charge and spin**: 6.0 kJ/mol
**E_tot**: -1059.74099 Ha
**E_HOMO**: -8.711 eV

Atoms and positions in Å:
C -0.4766 -0.3822 0.4160
C 1.6370 0.9293 0.2049
H -2.5681 -1.3685 -0.6747
H 0.0102 0.3555 -1.3945
H 0.8424 0.0441 1.8857
H 2.4560 1.2689 0.8400
N -0.6964 -0.2122 -0.8905
N 0.6956 0.2069 0.9003
O 1.6052 1.1649 -0.9900
S -2.0453 -0.8036 -1.7715
S -1.4601 -1.2032 1.4745

Löwdin population analysis, charges in e, atoms 1 to 6: atom 1 (C): -0.9235, atom 2 (C): -0.2791, atom 3 (H): -0.2015, atom 4 (H): 0.0791, atom 5 (H): 0.1161, atom 6 (H): 0.1360

=====

Q: Which of these has the lowest charge?
A: C46H83Br15Cl14O10P

=====

Q: Which value of HOMO-LUMO gap does entry 2 give?
A: 0.2103 Eh

=====

Q: charge of number 3 (C46H83Br15Cl14O10P)?
A: -1